Below is C14H30MgN2O7S3 as an isolated structure in a non-equilibrium geometry, with properties calculated with ωB97M-V/def2-TZVPD.

Properties
charge: +1
maximum force: 0.21589 Eh/bohr
HOMO-LUMO gap (spin up / spin down): 4.75 / 4.80 eV
E_tot: -2581.6873 hartree
⟨S²⟩: 0.7588
E_HOMO (spin up / spin down): -0.4310 / -0.4310 Ha
2S+1: 2

```
57
C14H30MgN2O7S3 ωB97M-V/def2-TZVPD
Mg 0.499 0.932 -1.078
C 0.004 -0.381 0.648
O 0.647 -0.888 -0.264
O 0.574 0.720 0.910
O -0.966 0.113 0.051
C -2.088 -2.842 1.787
C -2.730 -4.129 1.853
N -3.249 -5.168 1.955
H -2.509 -2.200 1.013
H -1.007 -2.882 1.651
H -2.299 -2.336 2.729
C -2.413 -1.960 -2.244
C -3.114 -2.104 -3.506
N -3.588 -2.226 -4.531
H -2.608 -1.047 -1.681
H -1.333 -2.040 -2.365
H -2.827 -2.833 -1.738
C 3.471 -2.956 0.818
S 5.069 -2.362 1.517
O 5.577 -3.501 2.478
C 4.460 -1.044 2.705
H 3.111 -2.220 0.098
H 2.944 -3.156 1.751
H 3.719 -3.834 0.222
H 5.304 -0.425 3.009
H 3.970 -1.582 3.517
H 3.649 -0.452 2.281
C -1.640 4.007 2.204
S -0.329 4.779 3.257
O -0.046 6.182 2.691
C 0.923 3.676 2.446
H -1.880 2.983 2.490
H -1.361 4.006 1.150
H -2.482 4.669 2.406
H 0.839 3.507 1.372
H 1.049 2.645 2.779
H 1.914 4.124 2.511
C 3.640 -0.485 -2.292
S 3.656 1.323 -1.974
O 2.209 1.472 -1.526
C 4.684 1.075 -0.415
H 4.527 -1.036 -2.603
H 2.959 -0.597 -3.136
H 3.235 -0.983 -1.411
H 5.658 0.688 -0.714
H 4.301 0.417 0.365
H 4.882 1.989 0.145
C -5.897 0.006 -2.551
C -4.816 0.987 -2.952
O -4.653 1.435 -4.104
C -3.950 1.536 -1.815
H -6.023 -0.602 -3.447
H -6.830 0.510 -2.300
H -5.668 -0.593 -1.670
H -3.148 0.839 -1.569
H -4.503 1.734 -0.897
H -3.514 2.511 -2.032
```